No. 1
Density functional theory data (the ωB97M-V functional and the def2-TZVPD basis) for 2 unconnected molecules or ions with the total composition C4H7NS.

Geometry (Å):
C: -0.982 -0.381 -0.070
C: -1.067 -1.705 -0.041
C: 1.233 1.105 0.005
C: -0.314 0.861 0.345
N: -1.363 0.717 -0.735
S: 2.034 -0.451 -0.335
H: -0.489 -2.299 0.531
H: -1.513 -2.253 -0.853
H: 1.369 1.821 -0.769
H: 1.602 1.705 0.924
H: -0.676 1.427 1.284
H: -1.079 0.912 -1.648
H: 1.246 -1.457 1.362

Calculated values
Charge   0
LUMO energy (alpha / beta)   -0.050 / -0.050 Ha
Gap between HOMO and LUMO (alpha / beta)   7.041 / 7.042 eV

***

No. 2
Density functional theory data (the ωB97M-V functional and the def2-TZVPD basis) for a molecular structure, C22H24Cl3N4.

Geometry (Å):
Cl: 0.287 -0.632 -0.233
Cl: 2.624 -1.851 -3.078
C: 1.225 -0.720 -3.058
C: 1.425 0.576 -3.848
Cl: 1.510 0.363 -5.594
H: 0.864 -0.539 -2.046
H: 0.427 -1.365 -3.425
H: 2.397 0.949 -3.526
H: 0.586 1.248 -3.668
N: 1.922 1.785 0.047
C: 1.133 1.615 -1.051
C: 1.178 2.471 -2.184
C: 2.260 3.383 -2.178
C: 3.219 3.441 -1.164
C: 3.005 2.611 -0.036
H: 0.362 0.861 -0.989
H: 0.488 2.465 -3.015
H: 2.341 4.058 -3.017
H: 4.053 4.123 -1.088
H: 3.647 2.700 0.828
N: -2.932 -1.494 1.217
C: -2.240 -1.114 0.115
C: -2.438 -1.647 -1.138
C: -3.317 -2.752 -1.275
C: -4.011 -3.189 -0.130
C: -3.813 -2.504 1.065
H: -1.494 -0.367 0.341
H: -1.883 -1.178 -1.937
H: -3.451 -3.194 -2.251
H: -4.687 -4.026 -0.232
H: -4.321 -2.822 1.964
N: -0.102 2.027 1.061
C: -1.181 1.275 0.685
C: -2.499 1.781 0.655
C: -2.732 3.092 0.939
C: -1.637 3.843 1.405
C: -0.360 3.292 1.487
H: -1.077 0.221 0.476
H: -3.250 1.036 0.435
H: -3.682 3.603 0.988
H: -1.856 4.834 1.776
H: 0.540 3.827 1.749
N: 1.403 -1.300 2.818
C: 2.054 -1.835 3.887
C: 2.267 -3.220 4.056
C: 1.691 -4.067 3.132
C: 1.120 -3.541 2.032
C: 0.850 -2.184 1.956
H: 2.398 -1.144 4.642
H: 2.805 -3.698 4.862
H: 1.789 -5.142 3.152
H: 0.773 -4.216 1.264
H: 0.317 -1.744 1.126

Calculated values
Charge   -1
LUMO energy   0.106 Ha
Gap between HOMO and LUMO   7.303 eV

***

No. 3
Density functional theory data (the ωB97M-V functional and the def2-TZVPD basis) for a molecular structure, C19H25N2OPSTi.

Geometry (Å):
Ti: 0.259 -1.091 0.552
O: 0.207 -2.283 -1.000
N: 1.344 -2.857 -1.437
C: 1.219 -3.960 -2.205
C: 2.331 -4.582 -2.697
C: 3.587 -4.052 -2.394
C: 3.686 -2.931 -1.605
C: 2.536 -2.315 -1.102
S: 2.575 -0.929 -0.068
H: 0.200 -4.269 -2.375
H: 2.222 -5.465 -3.307
H: 4.482 -4.523 -2.776
H: 4.644 -2.505 -1.346
C: 0.270 -2.484 2.224
C: 0.107 -1.217 2.886
C: -1.127 -0.540 2.740
C: -1.283 0.785 3.136
C: -0.188 1.505 3.583
C: 1.067 0.879 3.667
C: 1.215 -0.442 3.312
C: -0.319 2.900 3.868
N: -0.426 4.032 4.035
H: -0.608 -3.124 2.178
H: 1.206 -3.012 2.367
H: -2.004 -1.105 2.435
H: -2.255 1.258 3.077
H: 1.921 1.453 4.000
H: 2.187 -0.914 3.379
C: 0.744 2.902 0.290
C: -0.749 2.608 0.147
P: -1.040 0.934 -0.528
C: -2.851 0.662 -0.489
C: -3.723 1.629 -1.287
C: -0.530 1.006 -2.291
C: -0.783 2.312 -3.041
H: 0.896 3.892 0.718
H: 1.256 2.868 -0.673
H: 1.231 2.175 0.949
H: -1.231 3.341 -0.502
H: -1.248 2.671 1.115
H: -3.126 0.684 0.569
H: -3.015 -0.366 -0.825
H: -3.533 2.666 -1.012
H: -4.776 1.423 -1.094
H: -3.558 1.521 -2.358
H: -1.037 0.166 -2.774
H: 0.534 0.761 -2.312
H: -1.831 2.607 -3.023
H: -0.487 2.199 -4.083
H: -0.196 3.129 -2.623

Calculated values
<S²>   0.761
Charge   +1
LUMO energy (alpha / beta)   -0.129 / -0.122 Ha
Multiplicity   2
Gap between HOMO and LUMO (alpha / beta)   7.888 / 8.125 eV

***

Energy relative to the best compared isomer or geometry (same formula, charge and spin), respectively: 5.866, 10.084, 0.000 eV.
E_tot, respectively: -16581.0652, -66722.9011, -68370.1373 eV.